(1)
A molecular structure, C23H39BrLiN8O2Si, computed with the ωB97M-V functional and the def2-TZVPD basis.

Values from the calculation:
* E_HOMO: -11.623 eV
* molecular weight: 574.55 g mol⁻¹
* lowest unoccupied orbital energy: -2.994 eV
* charge: +1
* Kohn-Sham gap: 8.63 eV
* energy: -4359.21753 a.u.
* multiplicity: 1
* relative energy (zero: lowest compared OMol25 entry of this formula, charge and spin): 14.61 kJ/mol

Positions of all 75 atoms, in Å:
H (-0.376, -5.535, -1.734)
H (2.505, -3.349, 3.838)
C (1.439, -5.228, -0.620)
H (1.297, -7.282, -1.279)
H (3.219, -5.123, -1.901)
H (-5.169, 6.920, -1.491)
C (4.782, -5.190, 0.483)
N (-2.385, -1.525, 0.041)
C (4.359, -2.842, -0.272)
C (2.168, -4.835, -1.914)
C (-0.087, 3.367, -0.247)
H (4.593, -5.978, 1.216)
H (1.135, -4.163, 4.585)
H (-3.142, -2.629, -1.562)
H (-3.311, -1.524, 0.445)
H (5.856, -4.980, 0.498)
N (-8.498, 5.915, -1.756)
C (-4.647, 3.161, -0.834)
H (3.404, -5.697, 3.294)
H (-0.043, -6.248, 1.858)
C (4.016, -3.892, 0.799)
H (2.680, -7.001, -0.222)
H (-2.918, 6.067, -1.077)
C (-1.079, 4.258, -0.489)
C (1.501, -4.859, 2.583)
N (-0.630, -0.690, -1.747)
O (1.257, 0.348, -1.929)
Si (2.145, -4.262, 0.881)
H (-6.765, 2.976, -1.071)
N (-2.481, -1.918, -1.300)
C (-3.749, 5.377, -1.068)
H (5.576, -3.068, 2.031)
H (2.431, -6.848, 2.369)
H (4.108, -3.159, -1.281)
H (0.862, -2.914, 3.368)
N (-2.245, 3.519, -0.589)
N (-0.610, 2.090, -0.196)
H (-1.045, 5.327, -0.592)
C (1.511, -3.746, 3.644)
C (-1.898, 2.219, -0.403)
C (2.384, -6.020, 3.080)
Li (0.354, 0.321, -0.313)
H (-0.617, -4.584, 2.092)
H (-0.682, -5.259, -0.019)
H (-1.788, -2.174, 0.546)
H (1.700, -5.359, -2.755)
H (-0.243, -3.902, -1.069)
H (4.543, -5.583, -0.507)
C (-0.057, -4.958, -0.858)
H (4.458, -4.072, 2.945)
C (-3.556, 4.023, -0.832)
C (-7.440, 5.511, -1.559)
H (-4.520, 2.104, -0.646)
H (0.965, 3.558, -0.110)
C (4.521, -3.339, 2.141)
C (1.633, -6.738, -0.390)
C (-5.918, 3.648, -1.071)
H (-0.299, -5.624, 3.484)
H (3.980, -2.438, 2.443)
C (-5.021, 5.865, -1.306)
H (1.965, -6.412, 4.013)
H (2.103, -3.762, -2.114)
H (-2.449, -2.552, -3.734)
N (-1.706, -1.932, -3.462)
H (5.440, -2.662, -0.246)
C (-1.585, -1.499, -2.211)
H (-0.978, -1.679, -4.113)
H (3.865, -1.888, -0.080)
N (0.410, -0.334, -2.533)
C (0.052, -5.358, 2.481)
Br (1.146, -2.164, 0.640)
H (-2.588, 1.392, -0.415)
C (-6.114, 5.004, -1.310)
H (1.051, -7.109, 0.456)
O (0.531, -0.663, -3.707)

=====

(2)
3 unconnected molecules or ions with the total composition C23H39BrN2O9 at a distorted geometry, computed with the ωB97M-V functional and the def2-TZVPD basis.

Values from the calculation:
* E_HOMO: -9.723 eV
* molecular weight: 567.47 g mol⁻¹
* lowest unoccupied orbital energy: -0.116 eV
* structure (SMILES): COCCCC[C@@](Br)(C#N)[C@H](C#N)CCCCOC(C)=O.CCOC(=O)OC.CCOC(=O)OC
* Kohn-Sham gap: 9.61 eV
* energy: -4260.11505 a.u.
* multiplicity: 1

Positions of all 74 atoms, in Å:
C (3.256, 5.039, 2.597)
N (1.287, 5.669, -1.733)
H (-4.842, -6.683, -2.402)
C (1.706, 5.259, 2.088)
H (2.337, 1.417, -3.714)
N (1.501, 8.007, 0.988)
H (3.145, 2.976, -2.975)
H (1.796, -0.303, 0.421)
C (1.641, 6.837, 1.536)
C (-6.432, -5.227, -2.219)
H (-0.610, -5.740, 3.529)
H (-7.520, -5.183, -2.108)
O (-6.147, -4.022, -5.517)
H (-2.185, -4.345, -1.203)
H (9.176, 3.204, 0.179)
C (5.387, 3.664, 1.728)
O (7.341, 2.264, 0.988)
C (-6.692, -4.762, -4.522)
C (-0.276, 3.659, 1.002)
C (1.282, 5.142, -0.526)
H (-6.179, -7.186, -1.337)
H (4.986, 5.963, 1.305)
O (-3.388, -4.605, 1.292)
C (-6.705, -4.286, -6.802)
H (-0.716, 2.596, 3.025)
C (6.541, 3.439, 0.584)
H (2.090, 3.442, 0.759)
H (1.762, 1.762, 2.113)
H (7.245, 4.383, 0.482)
O (-7.620, -5.547, -4.638)
H (-0.086, -0.308, 0.319)
H (-2.134, -6.269, 2.831)
H (0.562, 0.387, 2.622)
H (4.704, 2.690, 1.769)
H (-1.431, 1.757, 1.494)
H (9.448, 1.624, 1.186)
O (0.799, 1.250, -0.841)
H (-1.765, -3.777, 4.580)
Br (0.527, 5.186, 3.725)
O (-6.009, -4.497, -3.377)
H (3.588, 5.955, 3.287)
C (-2.473, -3.343, -0.871)
H (-2.064, -2.614, -1.576)
O (-1.777, -3.554, 2.554)
C (2.132, 1.613, -1.348)
C (-0.449, 2.303, 1.900)
H (3.937, 4.736, 0.329)
C (-1.696, -5.717, 3.668)
H (-7.795, -4.180, -6.792)
H (-5.997, -4.719, -1.350)
O (-1.914, -3.079, 0.414)
C (1.248, 4.245, 0.885)
C (2.211, 2.247, -2.894)
H (-3.287, -4.240, 3.822)
C (8.773, 2.597, 1.125)
C (-5.928, -6.660, -2.263)
H (-6.366, -7.212, -3.100)
H (-1.946, -6.244, 4.593)
C (-2.460, -3.819, 1.409)
H (5.998, 3.154, -0.418)
H (-6.296, -3.556, -7.507)
C (4.368, 4.949, 1.396)
H (3.324, 4.046, 3.215)
C (0.767, 1.215, 1.786)
C (-2.199, -4.285, 3.712)
H (-6.417, -5.288, -7.134)
H (1.251, 2.932, -3.070)
O (3.287, 1.532, -0.682)
H (8.974, 3.214, 2.118)
H (-3.563, -3.238, -0.861)
C (0.864, 0.410, 0.363)
H (5.817, 3.868, 2.799)
H (-0.618, 3.388, -0.108)
H (-1.076, 4.465, 1.370)

=====

(3)
A molecular structure, C23H39Cl2IrN4O4 at a distorted geometry, computed with the ωB97M-V functional and the def2-TZVPD basis.

Values from the calculation:
* E_HOMO (spin up / spin down): -4.455 / -7.822 eV
* molecular weight: 698.71 g mol⁻¹
* expectation value of S²: 6.05
* lowest unoccupied orbital energy (spin up / spin down): 0.413 / -0.736 eV
* Kohn-Sham gap (spin up / spin down): 4.87 / 7.09 eV
* energy: -2444.29776 a.u.
* multiplicity: 5

Positions of all 73 atoms, in Å:
H (-1.699, -5.541, -2.283)
C (1.482, 0.668, -3.007)
H (0.553, 7.822, -2.982)
C (-1.767, -3.653, 2.567)
H (-1.125, -6.234, 1.403)
H (-3.768, 4.420, 0.584)
H (-2.568, -7.030, -0.426)
C (3.626, -1.137, -1.558)
H (-2.309, 4.316, 1.613)
H (1.683, -0.766, 5.741)
H (2.068, 1.368, -3.640)
H (2.235, -2.630, 3.966)
C (1.924, 0.719, -1.581)
H (-0.641, 3.677, -2.788)
C (0.816, 6.772, -2.815)
H (-3.376, -5.460, -0.513)
N (-1.066, -4.078, -0.969)
H (-2.824, -5.915, 1.838)
H (0.337, 0.918, 3.246)
H (2.895, -1.774, -2.082)
C (-4.287, 1.960, 0.302)
H (-0.445, -6.075, -1.136)
C (-1.360, -5.461, -1.242)
C (-0.187, 5.793, -2.902)
H (1.578, -2.302, 2.316)
H (2.904, 7.166, -2.400)
C (-2.077, 1.658, 1.184)
C (0.769, -0.005, 2.844)
H (-4.165, 1.649, -0.746)
H (1.587, -0.354, -3.399)
O (-0.865, 2.026, 1.356)
H (4.113, -1.714, -0.757)
H (-0.856, -2.321, -2.065)
H (-1.223, 6.071, -3.122)
N (-3.039, 2.502, 0.822)
H (3.449, 0.559, -0.125)
H (4.398, -0.878, -2.295)
C (-1.193, -3.494, 0.270)
O (0.516, 2.603, -0.904)
C (1.605, 2.863, -1.558)
H (-0.346, -3.832, -2.896)
C (-0.365, -3.295, -1.944)
C (3.017, 0.126, -1.035)
Cl (2.180, 2.104, 1.423)
H (2.632, 2.654, -1.217)
H (-2.486, -4.173, 3.208)
H (-2.381, 0.609, 1.326)
O (0.528, -0.404, 1.656)
H (1.661, 0.873, 5.020)
C (2.450, 5.067, -2.265)
H (3.208, -1.720, 2.773)
C (-2.794, 3.938, 0.703)
N (-1.788, -4.247, 1.260)
C (-2.027, -5.660, 1.135)
H (3.466, 4.757, -2.015)
C (1.435, 4.097, -2.303)
C (-2.426, -5.957, -0.288)
C (2.188, -1.916, 3.138)
H (0.430, 0.957, -3.087)
Cl (-1.123, 0.171, -1.236)
C (2.130, 6.401, -2.489)
H (-0.767, -3.713, 3.027)
Ir (0.559, 1.005, 0.136)
N (1.588, -0.687, 3.635)
H (-2.175, 4.172, -0.177)
O (-0.806, -2.340, 0.488)
H (-4.584, 1.087, 0.895)
H (3.146, -0.127, 4.942)
H (0.669, -3.093, -1.625)
C (0.124, 4.454, -2.695)
H (-5.061, 2.726, 0.356)
H (-2.030, -2.593, 2.486)
C (2.047, -0.147, 4.908)

=====

> molecular weight of number 2 (C23H39BrN2O9)?

567.47 g mol⁻¹

=====

> Look up the multiplicity of the second one.

1

=====

> What is the molecular weight in the first record?

574.55 g mol⁻¹